{"formula": "C52H46BaBrN9O", "method": "ωB97M-V with the def2-TZVPD basis set", "gap_ha": 0.25088, "total_charge": 0, "e_above_lowest_kj_mol": 176.91, "species": ["Ba", "Br", "C", "C", "C", "C", "O", "C", "C", "N", "C", "C", "C", "C", "C", "C", "C", "C", "N", "C", "C", "H", "H", "H", "H", "H", "H", "H", "H", "H", "H", "C", "C", "C", "C", "N", "C", "N", "C", "N", "C", "N", "C", "C", "C", "C", "C", "N", "C", "C", "C", "C", "C", "C", "H", "H", "H", "H", "H", "H", "H", "H", "H", "H", "H", "H", "C", "C", "C", "C", "C", "C", "C", "N", "C", "C", "C", "C", "C", "C", "C", "N", "C", "C", "C", "C", "H", "H", "H", "H", "H", "H", "H", "H", "H", "H", "H", "H", "H", "H", "H", "H", "H", "H", "H", "H", "H", "H", "H", "H"], "xyz": [[-0.248, 1.323, -0.829], [5.027, 6.882, -2.609], [3.665, 5.571, -2.451], [3.426, 4.688, -3.511], [2.438, 3.740, -3.420], [1.651, 3.604, -2.251], [0.711, 2.725, -2.172], [1.917, 4.503, -1.180], [1.164, 4.527, 0.064], [0.417, 3.593, 0.531], [-0.251, 3.775, 1.778], [0.094, 4.711, 2.719], [-0.630, 4.860, 3.922], [-1.696, 4.058, 4.200], [-2.060, 3.041, 3.285], [-3.125, 2.140, 3.537], [-3.417, 1.155, 2.646], [-2.619, 1.055, 1.484], [-1.633, 1.868, 1.224], [-1.336, 2.882, 2.090], [2.908, 5.492, -1.314], [4.020, 4.770, -4.413], [2.236, 3.066, -4.243], [1.264, 5.473, 0.608], [0.944, 5.357, 2.548], [-0.324, 5.624, 4.624], [-2.258, 4.174, 5.118], [-3.701, 2.253, 4.448], [-4.229, 0.460, 2.808], [-2.799, 0.255, 0.767], [3.077, 6.187, -0.499], [-3.925, 4.527, 0.644], [-4.990, 3.631, 0.558], [-4.966, 2.656, -0.409], [-3.858, 2.557, -1.271], [-2.804, 3.375, -1.144], [-2.875, 4.345, -0.231], [-3.996, 1.681, -2.329], [-3.110, 1.025, -2.988], [-1.792, 0.719, -2.721], [-1.303, 0.001, -3.794], [-0.120, -0.373, -4.168], [1.160, -0.158, -3.667], [2.171, -0.134, -4.646], [3.486, -0.024, -4.268], [3.802, 0.049, -2.912], [2.758, 0.032, -2.014], [1.472, -0.071, -2.374], [-2.414, -0.267, -4.756], [-2.433, -0.950, -5.956], [-3.632, -0.959, -6.660], [-4.756, -0.287, -6.174], [-4.713, 0.406, -4.969], [-3.518, 0.389, -4.276], [-3.908, 5.333, 1.364], [-5.840, 3.718, 1.225], [-5.792, 1.973, -0.552], [-2.014, 5.007, -0.193], [1.874, -0.214, -5.682], [4.270, -0.002, -5.016], [4.822, 0.128, -2.563], [2.953, 0.086, -0.946], [-1.546, -1.447, -6.325], [-3.697, -1.486, -7.604], [-5.672, -0.302, -6.752], [-5.569, 0.942, -4.581], [0.933, -3.087, 6.168], [-0.389, -2.840, 5.427], [-1.357, -2.103, 6.359], [-1.014, -4.185, 5.045], [-0.080, -2.004, 4.189], [-0.053, -0.613, 4.229], [0.247, 0.097, 3.081], [0.511, -0.457, 1.898], [0.524, -1.791, 1.862], [0.240, -2.584, 2.969], [0.864, -2.454, 0.568], [1.871, -3.414, 0.543], [2.199, -4.053, -0.647], [1.451, -3.689, -1.763], [0.469, -2.723, -1.646], [0.175, -2.091, -0.511], [3.361, -5.037, -0.742], [3.573, -5.774, 0.583], [4.626, -4.234, -1.081], [3.118, -6.072, -1.845], [0.755, -3.670, 7.074], [1.401, -2.144, 6.455], [1.636, -3.637, 5.540], [-1.654, -2.764, 7.174], [-2.259, -1.789, 5.830], [-0.902, -1.220, 6.810], [-1.311, -4.718, 5.950], [-0.316, -4.828, 4.508], [-1.901, -4.052, 4.423], [-0.268, -0.066, 5.136], [0.275, 1.180, 3.120], [0.249, -3.658, 2.844], [2.400, -3.634, 1.460], [1.625, -4.135, -2.732], [-0.106, -2.427, -2.516], [3.900, -5.104, 1.379], [4.351, -6.530, 0.460], [2.662, -6.278, 0.912], [4.862, -3.523, -0.287], [4.495, -3.673, -2.008], [5.478, -4.906, -1.204], [2.157, -6.575, -1.719], [3.903, -6.829, -1.815], [3.141, -5.625, -2.838]]}

---

{"formula": "C52H46Cl11F7N3O7PS", "method": "ωB97M-V with the def2-TZVPD basis set", "gap_ha": 0.27893, "total_charge": 0, "smiles": "[H]/N=C(/C)C[C@@](O[C@@]([C@H](O[C@@H](C#C)CC(=O)Cl)[C@@H](C)F)(P(=N)(O)O)S(=O)(=O)C(F)(F)C(F)(F)F)(c1ccccn1)[C@H](C)F.Clc1ccccc1Cl.Clc1ccccc1Cl.Clc1ccccc1Cl.Clc1ccccc1Cl.Clc1ccccc1Cl", "species": ["H", "N", "C", "C", "C", "C", "O", "C", "C", "O", "C", "C", "C", "C", "C", "O", "Cl", "C", "C", "F", "P", "N", "O", "O", "S", "O", "O", "C", "F", "F", "C", "F", "F", "F", "C", "C", "C", "C", "C", "N", "C", "C", "F", "H", "H", "H", "H", "H", "H", "H", "H", "H", "H", "H", "H", "H", "H", "H", "H", "H", "H", "H", "H", "H", "H", "H", "H", "H", "Cl", "C", "C", "C", "C", "C", "C", "Cl", "H", "H", "H", "H", "Cl", "C", "C", "C", "C", "C", "C", "Cl", "H", "H", "H", "H", "Cl", "C", "C", "C", "C", "C", "C", "Cl", "H", "H", "H", "H", "Cl", "C", "C", "C", "C", "C", "C", "Cl", "H", "H", "H", "H", "Cl", "C", "C", "C", "C", "C", "C", "Cl", "H", "H", "H", "H"], "xyz": [[-2.403, -2.241, -3.054], [-2.208, -3.206, -2.715], [-1.972, -3.085, -1.362], [-1.562, -4.525, -0.613], [-1.977, -1.749, -0.454], [-3.476, -1.301, 0.160], [-3.237, 0.014, 0.613], [-4.062, 0.724, 1.554], [-5.665, 0.639, 1.436], [-5.974, 1.410, 0.184], [-7.349, 1.409, -0.214], [-7.409, 2.355, -1.601], [-7.478, 3.193, -2.749], [-8.069, 0.011, -0.623], [-9.672, 0.021, -0.136], [-10.199, -0.948, 0.618], [-10.673, 1.467, -0.782], [-6.651, 0.993, 2.643], [-7.925, -0.092, 2.767], [-6.167, 1.103, 4.022], [-3.211, 0.445, 3.231], [-3.823, -0.719, 4.169], [-3.200, 1.867, 4.298], [-1.507, 0.033, 2.945], [-3.573, 2.523, 1.069], [-2.097, 2.679, 1.624], [-3.306, 2.633, -0.486], [-4.540, 3.902, 1.776], [-3.528, 5.001, 2.053], [-5.178, 3.706, 3.110], [-5.673, 4.641, 0.857], [-5.638, 6.100, 1.259], [-5.458, 4.638, -0.597], [-7.089, 4.232, 1.176], [-4.396, -1.150, -1.243], [-3.802, 0.021, -2.285], [-4.540, 0.286, -3.756], [-5.863, -0.683, -4.035], [-6.256, -1.763, -2.860], [-5.607, -1.981, -1.540], [-3.964, -2.478, 1.154], [-2.863, -3.081, 2.224], [-4.424, -3.752, 0.471], [-1.026, -4.226, 0.383], [-0.792, -5.125, -1.269], [-2.498, -5.198, -0.402], [-1.495, -0.873, -1.109], [-1.169, -1.894, 0.407], [-5.939, -0.477, 1.104], [-8.116, 1.977, 0.504], [-7.251, 3.640, -3.819], [-8.150, -0.029, -1.814], [-7.621, -0.967, -0.173], [-7.205, 2.039, 2.468], [-8.937, 0.475, 2.516], [-7.757, -1.065, 2.142], [-8.053, -0.451, 3.898], [-4.651, -1.089, 3.658], [-3.510, 1.609, 5.216], [-1.172, -0.534, 3.716], [-2.838, 0.650, -2.080], [-4.137, 1.068, -4.526], [-6.483, -0.599, -5.032], [-7.206, -2.444, -3.108], [-4.912, -2.219, 1.834], [-2.537, -4.201, 1.972], [-3.368, -3.167, 3.304], [-1.898, -2.456, 2.366], [-2.880, 3.832, -3.755], [-2.996, 5.538, -3.507], [-2.078, 6.134, -2.637], [-2.120, 7.510, -2.404], [-3.080, 8.295, -3.041], [-4.001, 7.704, -3.908], [-3.963, 6.325, -4.143], [-5.137, 5.661, -5.223], [-1.325, 5.530, -2.136], [-1.404, 7.969, -1.726], [-3.112, 9.367, -2.863], [-4.747, 8.324, -4.400], [0.705, -3.262, 1.227], [2.106, -4.257, 1.053], [1.910, -5.621, 0.815], [3.006, -6.473, 0.659], [4.301, -5.963, 0.741], [4.502, -4.602, 0.982], [3.407, -3.746, 1.141], [3.729, -2.076, 1.443], [0.904, -6.028, 0.748], [2.849, -7.533, 0.474], [5.156, -6.624, 0.617], [5.515, -4.214, 1.046], [7.196, -1.180, -1.581], [7.651, -0.152, -0.269], [8.190, 1.101, -0.579], [8.568, 1.976, 0.440], [8.409, 1.602, 1.774], [7.875, 0.351, 2.089], [7.496, -0.530, 1.070], [6.848, -2.063, 1.532], [8.316, 1.402, -1.617], [8.987, 2.949, 0.194], [8.701, 2.284, 2.569], [7.756, 0.068, 3.132], [11.108, 3.361, -0.113], [10.992, 5.067, 0.135], [11.910, 5.663, 1.005], [11.868, 7.039, 1.238], [10.908, 7.824, 0.601], [9.987, 7.233, -0.267], [10.025, 5.854, -0.501], [8.851, 5.190, -1.581], [12.664, 5.059, 1.506], [12.584, 7.497, 1.916], [10.876, 8.896, 0.779], [9.241, 7.853, -0.758], [6.079, -7.828, -2.242], [7.548, -8.289, -1.458], [7.939, -9.628, -1.544], [9.121, -10.057, -0.936], [9.915, -9.146, -0.240], [9.527, -7.808, -0.149], [8.343, -7.376, -0.755], [7.921, -5.708, -0.597], [7.327, -10.345, -2.086], [9.421, -11.100, -1.005], [10.837, -9.478, 0.232], [10.152, -7.106, 0.398]]}

---

{"formula": "C52H46ClN3O2P2SbV", "method": "ωB97M-V with the def2-TZVPD basis set", "gap_ha": [0.27299, 0.29898], "total_charge": 2, "spin_multiplicity": 3, "e_above_lowest_kj_mol": 0.00, "s2": 2.047, "species": ["V", "C", "N", "P", "C", "C", "C", "C", "C", "C", "C", "C", "C", "C", "C", "C", "P", "C", "C", "C", "C", "C", "C", "C", "C", "C", "C", "C", "C", "H", "H", "H", "H", "H", "H", "H", "H", "H", "H", "H", "H", "H", "H", "H", "H", "H", "H", "H", "H", "H", "H", "H", "N", "C", "N", "C", "C", "C", "C", "C", "C", "H", "H", "H", "H", "H", "H", "Cl", "C", "C", "O", "O", "H", "H", "C", "C", "C", "C", "C", "C", "Sb", "C", "C", "C", "C", "C", "C", "C", "C", "C", "C", "C", "C", "H", "H", "H", "H", "H", "H", "H", "H", "H", "H", "H", "H", "H", "H", "H"], "xyz": [[-0.448, 0.015, -0.161], [2.279, 2.389, 2.670], [1.376, 1.685, 1.751], [-0.031, 0.875, 2.241], [0.339, -0.142, 3.682], [0.516, 0.441, 4.939], [0.890, -0.345, 6.017], [1.080, -1.712, 5.849], [0.895, -2.298, 4.605], [0.526, -1.516, 3.521], [-1.182, 2.140, 2.799], [-2.207, 1.793, 3.681], [-3.180, 2.724, 4.008], [-3.134, 3.999, 3.458], [-2.118, 4.344, 2.576], [-1.147, 3.413, 2.238], [1.865, 0.999, 0.284], [3.449, 0.196, 0.598], [4.661, 0.706, 0.134], [5.844, 0.051, 0.450], [5.821, -1.097, 1.230], [4.616, -1.595, 1.711], [3.431, -0.951, 1.397], [2.181, 2.331, -0.884], [2.614, 1.998, -2.167], [2.772, 2.987, -3.124], [2.504, 4.311, -2.804], [2.073, 4.646, -1.527], [1.902, 3.657, -0.570], [1.689, 2.914, 3.421], [2.866, 3.124, 2.120], [2.959, 1.697, 3.169], [0.355, 1.503, 5.077], [1.029, 0.106, 6.991], [1.366, -2.322, 6.695], [1.034, -3.364, 4.480], [0.369, -1.971, 2.553], [-2.238, 0.802, 4.118], [-3.969, 2.459, 4.698], [-3.890, 4.727, 3.721], [-2.081, 5.340, 2.155], [-0.364, 3.674, 1.537], [4.680, 1.602, -0.472], [6.785, 0.445, 0.090], [6.748, -1.599, 1.475], [4.602, -2.481, 2.333], [2.491, -1.327, 1.782], [2.842, 0.966, -2.420], [3.100, 2.723, -4.121], [2.631, 5.084, -3.550], [1.868, 5.678, -1.276], [1.549, 3.920, 0.417], [-2.291, -3.665, 0.693], [-2.161, -2.334, 0.614], [-0.907, -1.976, 0.399], [-0.173, -3.159, 0.323], [1.187, -3.369, 0.113], [1.628, -4.676, 0.076], [0.745, -5.753, 0.256], [-0.603, -5.553, 0.480], [-1.041, -4.235, 0.510], [-3.159, -4.156, 0.836], [-2.996, -1.654, 0.692], [1.871, -2.543, -0.024], [2.677, -4.876, -0.099], [1.131, -6.762, 0.221], [-1.282, -6.384, 0.620], [-3.895, 1.704, 0.589], [-3.210, 2.299, -0.943], [-1.988, 1.442, -1.179], [-0.825, 1.912, -1.051], [-2.102, 0.167, -1.288], [-2.916, 3.335, -0.817], [-3.942, 2.195, -1.740], [0.307, 1.920, -6.384], [-0.790, 1.816, -5.540], [-0.758, 0.941, -4.463], [0.373, 0.166, -4.231], [1.473, 0.268, -5.078], [1.435, 1.144, -6.154], [0.474, -1.164, -2.571], [2.286, -2.181, -3.014], [2.292, -3.042, -4.111], [3.465, -3.701, -4.457], [4.623, -3.500, -3.717], [4.615, -2.638, -2.627], [3.445, -1.977, -2.273], [-0.977, -2.654, -3.020], [-0.667, -4.000, -2.841], [-1.624, -4.970, -3.113], [-2.885, -4.600, -3.557], [-3.195, -3.257, -3.734], [-2.242, -2.282, -3.466], [0.278, 2.601, -7.224], [-1.675, 2.412, -5.725], [-1.625, 0.860, -3.819], [2.357, -0.335, -4.912], [2.288, 1.215, -6.818], [1.393, -3.200, -4.696], [3.473, -4.369, -5.308], [5.533, -4.015, -3.992], [5.518, -2.475, -2.052], [3.450, -1.312, -1.419], [0.319, -4.299, -2.503], [-1.375, -6.016, -2.987], [-3.624, -5.358, -3.780], [-4.174, -2.966, -4.093], [-2.494, -1.241, -3.615]]}